DFT (wB97M-V/def2-TZVPD) results for an isolated molecule of C4H11N3.

Structure (XYZ):
```
18
Properties=species:S:1:pos:R:3:forces:R:3:nbo_charge:R:1
N 0.18155 -0.83600 -0.76599 -0.8038 -0.0129 -0.4622 -0.6443
N -0.20391 0.72632 0.84961 0.2512 0.3485 0.2122 -0.4831
N 0.75860 1.41242 0.00924 0.2470 -3.0211 -1.5015 -0.5378
C -1.68505 -1.17747 0.81407 0.1307 0.0957 -0.2532 -0.6157
C 1.32504 2.51909 0.73630 0.6870 -0.2563 0.0902 -0.4139
C -0.07737 -2.11309 -1.41401 -0.2913 0.1812 -0.0530 -0.4062
C -0.68533 -0.44763 0.29587 0.5918 -0.4481 0.0511 0.3447
H 0.55012 3.26893 0.94082 -0.0137 -0.1748 -0.0947 0.1855
H -0.90259 1.33798 1.25403 0.1016 -0.0033 -0.2858 0.3760
H 0.16602 -0.06752 -1.44870 -0.2062 -0.5169 0.0412 0.3906
H 0.64445 -2.24903 -2.21714 0.0943 -0.1030 0.1203 0.2047
H -2.19447 -0.83936 1.69959 -0.0550 0.0852 0.1258 0.2074
H 1.79173 2.25320 1.69776 -0.0320 -0.0450 -0.1093 0.1722
H 2.06614 2.99837 0.09713 0.0335 -0.0074 0.0602 0.2080
H -1.97367 -2.12670 0.40434 -0.0353 -0.0868 -0.1516 0.2071
H 1.31986 0.39523 -0.40640 -0.7933 4.0714 2.2205 0.4100
H -1.07763 -2.13529 -1.86088 -0.0157 -0.1194 0.0651 0.1850
H -0.00348 -2.91943 -0.68563 0.1094 0.0132 -0.0753 0.2098
```
Positions in Å, forces in eV/Å.

Results
E_HOMO in Eh: -0.2580
Structure (SMILES): C=C(NC)NNC
Kohn-Sham gap in eV: 8.03
Spin multiplicity: 1

---

DFT (wB97M-V/def2-TZVPD) results for a structure of composition C4H11N3.

Structure (XYZ):
```
18
Properties=species:S:1:pos:R:3:forces:R:3:nbo_charge:R:1
N 1.41792 -0.07215 -2.57166 0.1672 0.8603 0.2089 -0.7594
N 0.26660 -0.15749 -0.58833 0.1550 0.3987 0.4383 -0.6315
N 2.61550 0.09108 -0.52266 0.0793 0.2841 -0.0689 -0.8549
C -1.83674 0.62953 0.69057 1.0733 0.9096 0.7510 -0.1252
C 1.42801 -0.03949 -1.27370 -0.4589 -0.3003 -0.3234 0.5339
C -1.15858 -0.54451 1.25481 -0.1089 0.3371 0.0746 -0.4973
C 0.31305 -0.50996 0.79333 -0.4719 -0.4981 -0.5174 -0.2202
H -1.18397 -0.60651 2.34044 -0.5856 -0.0401 0.1267 0.2260
H -3.30385 -0.04824 -0.72162 -0.4370 -0.0585 -0.2281 0.2191
H 3.37719 0.49684 -1.06119 -0.2142 -0.1718 0.2894 0.3735
H 2.27207 0.39708 -2.87895 0.1354 -0.5806 -0.3171 0.3008
H -1.23857 1.12060 -0.08008 -0.1943 -0.2169 -0.4200 0.2876
H 0.69994 -1.52193 0.97361 0.4949 0.1518 0.1202 0.1827
H -1.65560 -1.40027 0.79290 0.3049 -0.3851 0.3803 0.2670
H -2.52810 1.25704 1.25036 -0.0746 -0.2728 0.0886 0.2147
H -2.73888 0.12039 -0.22063 -0.3524 -0.1975 -0.5575 -0.0352
H 0.79242 0.22109 1.46733 0.2119 -0.2939 0.0019 0.1591
H 2.46161 0.56691 0.35548 0.2759 0.0740 -0.0476 0.3593
```
Positions in Å, forces in eV/Å.

Results
E_HOMO in Eh: -0.2508
Kohn-Sham gap in eV: 4.21
Spin multiplicity: 1

---

DFT (wB97M-V/def2-TZVPD) results for an isolated molecule of C4H11N3O.

Structure (XYZ):
```
19
Properties=species:S:1:pos:R:3:forces:R:3:nbo_charge:R:1
O 2.64598 0.57770 -1.58420 -2.1933 -2.0677 0.6734 -0.2694
N 0.62641 0.31781 0.48633 -3.2105 0.9924 -0.1152 -0.4445
N -1.60162 1.58810 0.14758 0.3236 -0.1289 -1.2372 -0.8625
N 1.92189 -0.37587 -1.30381 1.2957 1.5004 -0.7892 0.1493
C -0.82465 0.76241 1.00104 2.3358 -0.6422 1.0510 -0.0384
C 0.47666 0.00498 -0.94460 1.4970 0.3778 -0.1097 0.0068
C -0.51354 -1.06653 -1.38553 -0.3535 -0.4751 -0.1185 -0.6680
C 1.13966 -0.77580 1.31125 0.0746 -0.0890 0.3695 -0.4371
H 2.23385 -0.79038 1.30055 -0.1502 0.0201 -0.2242 0.2144
H -0.59176 1.32843 1.90741 0.2381 -0.5143 0.3532 0.1647
H -0.11522 -1.71859 -2.16959 0.1973 0.2129 0.0463 0.2295
H -1.13440 2.47538 -0.01342 -0.5373 -0.0072 0.1770 0.3720
H 0.87049 -0.64860 2.36756 -0.1425 0.3269 -0.2635 0.2048
H 0.29304 0.93056 -1.50095 -0.0864 -0.0494 0.3210 0.2043
H -1.36870 -0.14806 1.25869 -0.1605 0.0198 -0.0365 0.1661
H -2.55995 1.66607 0.47348 0.4014 0.2239 -0.1443 0.3821
H -1.42053 -0.60517 -1.79040 0.2572 0.1016 0.0982 0.2344
H -0.86338 -1.74606 -0.60154 0.3067 0.1906 0.1617 0.2126
H 0.78577 -1.77639 1.04014 -0.0933 0.0074 -0.2130 0.1789
```
Positions in Å, forces in eV/Å.

Results
E_HOMO in Eh: -0.3226
Structure (SMILES): C[C@H](N=O)N(C)CN
Kohn-Sham gap in eV: 8.96
Spin multiplicity: 1

---

DFT (wB97M-V/def2-TZVPD) results for an isolated molecule of C4H11N3O.

Structure (XYZ):
```
19
Properties=species:S:1:pos:R:3:forces:R:3:nbo_charge:R:1
O 0.93215 -0.62934 1.38114 0.1270 -0.4112 0.5661 -0.5368
N 0.14677 -2.07228 -0.36327 -0.1483 -0.2334 0.0544 -0.8431
N 0.90958 1.58714 0.33947 0.1607 0.1860 0.0703 -0.8263
N 2.09338 -0.88783 -0.76990 0.0500 0.1806 0.0969 -0.8336
C 0.89504 -0.91663 -0.00678 -0.1596 0.6060 -0.2553 0.4890
C -1.21560 0.45647 0.69406 0.2757 -0.1111 -0.3958 -0.4163
C 0.28708 0.32731 0.51234 -0.2927 -0.1426 -0.1503 0.3123
C -1.89509 0.86262 -0.61002 0.0547 -0.1357 -0.0336 -0.6041
H 2.70455 -0.12242 -0.50614 -0.1231 -0.2049 -0.0985 0.3612
H -0.08716 -2.04194 -1.34942 -0.0026 -0.0768 0.1163 0.3752
H -1.77127 0.09368 -1.38205 0.0006 0.1219 0.1429 0.2018
H -0.69229 -2.17295 0.19777 0.1971 0.0512 -0.1446 0.3731
H 0.63135 2.22606 1.07903 0.0742 -0.0581 -0.0841 0.3661
H -1.62476 -0.48384 1.06501 0.0650 0.0659 0.0634 0.2082
H 2.58941 -1.76234 -0.64935 0.0127 -0.0202 0.0071 0.3773
H 1.92028 1.52008 0.34708 -0.1358 0.0791 0.0038 0.3640
H -2.95950 1.01440 -0.44995 -0.1108 0.0417 -0.0568 0.2083
H -1.45599 1.78591 -0.98106 -0.0461 0.0463 -0.0815 0.2204
H -1.40791 1.21591 1.45205 0.0013 0.0153 0.1793 0.2035
```
Positions in Å, forces in eV/Å.

Results
E_HOMO in Eh: -0.3288
Structure (SMILES): CC[C@@]1(N)OC1(N)N
Kohn-Sham gap in eV: 9.94
Spin multiplicity: 1

---

DFT (wB97M-V/def2-TZVPD) results for a cluster of 2 separate species, C4H11N3O in total.

Structure (XYZ):
```
19
Properties=species:S:1:pos:R:3:forces:R:3:nbo_charge:R:1
O -0.60855 -0.33378 3.32823 0.1196 -0.1779 0.0272 -0.6105
N 0.15745 0.51980 -2.05919 -0.0233 -0.0089 0.3266 -0.4998
N 1.32306 0.83305 3.19848 -0.0187 0.1116 0.1631 -0.8369
N -1.62715 -0.92482 -2.59982 -0.0882 0.0745 0.0049 -0.8337
C 0.50998 -0.29902 1.20190 -0.2312 -0.1840 0.3916 -0.7238
C 0.72332 0.25776 -3.36589 -0.1013 0.0105 -0.1419 -0.4573
C 0.33279 0.04595 2.66286 0.0445 0.2559 -0.1453 0.6769
C -0.93122 -0.06715 -1.77447 0.1865 -0.1803 -0.4288 0.2750
H 1.69035 0.74693 -3.45262 0.0021 0.0046 0.0134 0.2077
H -1.34274 0.02373 -0.77587 -0.1276 0.1381 0.0013 0.1717
H -1.46706 -0.84230 -3.59088 -0.0048 -0.0567 0.0306 0.3867
H -0.27118 -1.01204 0.95442 -0.0081 0.0544 -0.1235 0.2307
H 1.82132 1.48496 2.61167 0.0251 -0.2564 -0.0092 0.3889
H 1.47487 -0.76585 1.01224 0.0839 0.1461 -0.0068 0.2328
H 0.86280 -0.81711 -3.53672 0.0421 0.0101 0.0108 0.1856
H 1.15335 1.13291 4.14617 -0.0229 0.0775 -0.0504 0.3946
H 0.09135 0.63583 -4.18233 0.0081 0.0272 0.0330 0.1767
H -2.57697 -1.13908 -2.34970 0.0096 -0.0020 0.0365 0.3905
H 0.41276 0.59855 0.59268 0.1045 -0.0442 -0.1332 0.2443
```
Positions in Å, forces in eV/Å.

Results
E_HOMO in Eh: -0.3418
Structure (SMILES): C/N=C\N.CC(N)=O
Kohn-Sham gap in eV: 10.13
Spin multiplicity: 1

---

DFT (wB97M-V/def2-TZVPD) results for a cluster of 2 separate species, C4H11N3O2 in total.

Structure (XYZ):
```
20
Properties=species:S:1:pos:R:3:forces:R:3:mulliken_spin:R:1
O 0.96098 -1.86229 -0.50867 0.3139 -0.0060 -0.0748 -0.0331
O -1.15029 -1.96586 -1.24255 0.0851 0.0388 -0.0599 -0.0301
N 0.44397 0.33790 0.88080 0.0884 0.4050 -0.0936 -0.9116
N -0.40982 2.49205 0.86965 -0.0754 0.3112 0.0474 -1.1727
N -0.22240 1.29836 -1.08565 0.2096 -0.1201 0.0812 -0.3109
C -0.31288 2.69863 2.29503 -0.0140 -0.1752 -0.1039 2.1073
C 0.31456 -3.75917 -1.78079 -0.0208 -0.1194 -0.4934 0.0034
C -0.05855 1.38047 0.23791 -0.0517 0.0544 0.2559 3.7578
C -0.00133 -2.41986 -1.12268 -0.3215 0.1946 0.0779 0.0414
H -1.06360 2.10466 2.82381 0.1026 -0.0193 0.0981 0.2567
H 0.65044 0.40012 1.85931 -0.1086 0.0868 0.0374 0.0360
H -0.49843 3.75786 2.48832 -0.0300 0.0583 -0.0357 -1.5075
H 0.59139 -4.51246 -1.04700 0.0895 0.0074 0.1410 -0.0006
H 0.68730 -0.51250 0.32578 -0.0724 -0.6112 -0.0569 -0.1930
H -0.77849 3.28213 0.32581 0.1017 -0.1387 -0.0840 -0.9667
H 0.13523 0.48636 -1.56149 -0.2483 -0.1035 -0.0208 0.0218
H -0.58994 2.08368 -1.59288 -0.0395 0.1090 -0.0687 -0.3171
H 0.68719 2.46079 2.66384 -0.0516 0.0096 0.0657 0.2175
H -0.53978 -4.11847 -2.35796 0.0018 0.0491 0.1377 -0.0041
H 1.15445 -3.63241 -2.47059 0.0413 -0.0309 0.1493 0.0056
```
Positions in Å, forces in eV/Å.

Results
E_HOMO (spin up / spin down) in Eh: 0.0127 / -0.1974
Kohn-Sham gap (spin up / spin down) in eV: 3.51 / 9.16
Net charge: -1
Spin multiplicity: 2

---

DFT (wB97M-V/def2-TZVPD) results for a cluster of 2 separate species, C4H11N3O2 in total.

Structure (XYZ):
```
20
Properties=species:S:1:pos:R:3:forces:R:3:mulliken_spin:R:1
O 0.95225 -1.93583 -0.94371 -0.5638 0.1897 -0.2917 0.2199
O 0.19897 -1.77556 1.27462 -0.8006 0.8569 -0.7594 0.0272
N -1.57564 2.09641 -0.27266 -1.0982 -0.3043 -0.2218 0.0001
N -0.47946 2.49947 -2.34630 -0.0615 0.1185 -0.5182 0.0004
N 0.30819 0.90303 -0.87696 0.0912 0.7614 -0.3804 -0.0054
C -0.63327 1.84950 -1.25191 0.7945 -0.4821 0.6707 0.0123
C 2.58015 -2.36037 0.92414 -2.3962 0.2912 -0.5055 0.0188
C 1.20288 -2.08333 0.29182 1.8163 -0.3081 1.3210 0.6515
C -2.23319 1.05355 0.49692 1.0812 0.2695 0.7385 0.0129
H -2.62083 0.21931 -0.09065 -0.2558 0.2951 -0.1722 0.0029
H 2.60535 -3.43472 1.16111 0.5708 -0.3097 0.3572 0.0310
H -1.88634 3.03271 -0.11172 -0.0971 0.0720 -0.4996 -0.0003
H 1.04248 0.87206 -1.56451 -0.0918 -0.4814 -0.1917 -0.0038
H -1.29503 3.04564 -2.61280 0.1379 0.2018 0.5628 0.0007
H 2.64254 -1.77403 1.85450 0.4899 -0.1577 -0.1468 0.0255
H -2.98934 1.56151 1.09557 -0.2916 -0.3536 -0.1387 -0.0032
H 3.35645 -2.12755 0.20590 0.3073 0.1000 0.0124 0.0071
H 0.27358 -2.22174 2.11618 0.4487 -0.5718 0.1180 0.0102
H -1.52050 0.61146 1.20310 -0.0598 -0.1364 0.0036 -0.0110
H 0.07076 -0.03152 -0.55262 -0.0214 -0.0509 0.0420 0.0033
```
Positions in Å, forces in eV/Å.

Results
E_HOMO (spin up / spin down) in Eh: 0.0319 / -0.1554
Kohn-Sham gap (spin up / spin down) in eV: 2.65 / 7.72
Net charge: -1
Spin multiplicity: 2

---

DFT (wB97M-V/def2-TZVPD) results for a cluster of 2 separate species, C4H11N3O2 in total.

Structure (XYZ):
```
20
Properties=species:S:1:pos:R:3:forces:R:3:nbo_charge:R:1
O 0.39919 1.10428 1.98695 -0.3695 -3.2433 0.4081 -0.7288
O 1.99294 1.23740 0.44878 1.4247 -0.0725 -1.1612 -0.5878
N -0.79789 -1.10880 -0.01394 3.3390 -1.5328 -1.3482 -0.6083
N 1.28092 -2.00346 -1.04148 1.9786 0.5044 0.9617 -0.8456
N -0.66747 -1.69560 -2.35694 8.6152 1.7658 1.7517 -0.8328
C 1.28491 1.79417 1.21848 -2.1714 -2.5398 1.4445 0.7796
C -0.03130 -1.58681 -1.05496 -6.3013 1.7459 1.4538 0.6029
C -2.26833 -0.98539 -0.00821 -0.0354 -3.3003 -2.2735 -0.4214
C 1.14051 3.20798 1.48646 0.6032 4.6696 2.4023 -0.7559
H 2.15290 3.69984 1.29820 -1.6892 -0.2517 -0.8708 0.2428
H 0.37789 0.01801 1.87423 0.2832 4.0387 -0.5458 0.5278
H -0.02120 -2.19590 -2.94860 -0.0193 -0.0014 -0.3420 0.3568
H -1.49591 -1.99940 -2.55895 -6.3841 -1.7786 -0.2331 0.3754
H 1.78004 -2.07374 -0.08138 -1.4112 0.6339 -2.4815 0.4256
H -2.74984 -1.89306 -0.60810 0.7293 1.6907 1.0392 0.1518
H -2.81968 -0.97639 0.92143 1.0042 -0.6170 1.0735 0.2055
H 0.17841 3.71000 1.09887 1.8721 -0.8844 -0.2074 0.2636
H -2.71293 -0.11596 -0.40366 0.2302 1.4557 -1.3838 0.1931
H 1.05775 3.58483 2.60470 -0.0862 -1.7942 -1.7140 0.2470
H 1.91908 -1.72200 -1.86187 -1.6119 -0.4885 2.0264 0.4087
```
Positions in Å, forces in eV/Å.

Results
E_HOMO in Eh: -0.3162
Structure (SMILES): CN=C(N)N.CC(=O)O
Kohn-Sham gap in eV: 9.41
Spin multiplicity: 1

---

Listing F_max for the structures above in their given order: 0.091; 0.031; 0.065; 0.014; 0.010; 0.012; 0.048; 0.174 Eh/bohr.